# 1
Computed, not measured: a 2-piece molecular cluster, C3H4FN overall at a distorted geometry, with wB97M-V/def2-TZVPD.

The geometry in XYZ format:
```
9
Properties=species:S:1:pos:R:3:forces:R:3:lowdin_charge:R:1
C 1.788 -0.306 0.047 -3.35 1.57 -0.66 -0.14
C -1.079 -0.276 0.212 0.24 -1.46 0.23 -0.08
C -0.014 0.655 -0.237 2.91 -0.57 -1.03 -0.25
N 2.822 -0.806 -0.025 0.15 -0.10 0.13 0.01
F 0.220 1.813 0.403 -0.68 -0.78 -0.57 0.03
H -2.198 -0.178 0.006 1.80 0.66 -0.19 0.12
H -0.936 -0.411 1.283 -0.23 -0.33 0.05 0.08
H -0.674 -1.178 -0.334 -1.00 0.38 0.83 0.10
H 0.071 0.688 -1.356 0.18 0.63 1.22 0.13
```
Forces are in eV/Å.

HOMO (eV): -11.63
Energy (Ha): -271.2280
E_LUMO (eV): -0.10
Net charge: 0
ΔE to the lowest compared entry with this formula, charge and spin (eV): 2.0450
Frontier orbital gap (eV): 11.52

=====

# 2
Computed, not measured: C38H38BCl2N6O4S2V as an isolated structure, with wB97M-V/def2-TZVPD.

The geometry in XYZ format:
```
92
Properties=species:S:1:pos:R:3:forces:R:3:lowdin_charge:R:1
V -0.108 -0.030 -0.436 -0.11 -0.09 -0.14 0.41
C 1.880 -5.070 0.847 -0.02 0.02 0.00 -0.02
C 0.803 -4.172 0.335 -0.03 0.09 0.05 -0.26
C -0.398 -4.503 -0.254 -0.01 -0.06 -0.05 0.03
C -1.005 -3.280 -0.573 -0.03 -0.01 0.05 -0.24
N -0.222 -2.274 -0.196 0.10 0.27 -0.01 0.06
N 0.879 -2.827 0.368 0.07 -0.02 0.02 0.05
B 1.794 -1.948 1.253 -0.04 0.01 -0.11 -0.50
N 0.894 -1.162 2.236 -0.06 -0.15 0.01 0.04
N -0.019 -0.271 1.786 0.07 0.12 -0.15 0.06
C -0.736 0.110 2.843 0.04 0.05 -0.09 -0.24
C -0.285 -0.557 3.988 -0.03 0.01 0.07 0.03
C 0.752 -1.359 3.559 0.04 0.08 -0.03 -0.27
C 1.618 -2.278 4.354 -0.02 0.02 -0.04 -0.02
C -1.845 1.090 2.795 -0.01 -0.04 -0.02 -0.19
C -1.624 2.430 2.495 0.06 0.02 0.06 -0.05
C -2.676 3.335 2.492 -0.04 -0.03 -0.03 -0.08
C -3.963 2.909 2.790 0.03 -0.02 -0.02 -0.10
C -4.191 1.575 3.102 0.00 0.03 -0.01 -0.09
C -3.137 0.674 3.108 -0.03 -0.01 0.01 -0.05
N 2.657 -0.970 0.439 0.07 -0.07 0.05 0.05
N 2.115 0.023 -0.306 -0.12 0.00 -0.04 0.08
C 3.137 0.752 -0.763 0.01 -0.04 0.05 -0.24
C 4.349 0.221 -0.286 0.04 0.05 -0.01 0.02
C 4.001 -0.876 0.469 -0.08 0.02 -0.04 -0.28
C 4.895 -1.835 1.185 -0.04 0.02 -0.01 -0.02
C 3.057 1.938 -1.640 0.03 -0.03 0.00 -0.17
C 2.136 2.054 -2.674 -0.04 0.00 0.04 -0.07
C 2.132 3.174 -3.491 0.02 0.05 0.01 -0.08
C 3.055 4.191 -3.298 0.00 -0.02 0.01 -0.10
C 3.988 4.081 -2.275 -0.01 0.00 -0.03 -0.09
C 3.988 2.963 -1.457 -0.02 0.01 0.03 -0.05
C -2.366 -3.125 -1.129 -0.04 -0.01 0.05 -0.18
C -2.644 -2.400 -2.283 0.06 0.01 -0.06 -0.07
C -3.947 -2.295 -2.746 -0.06 -0.03 0.02 -0.09
C -4.990 -2.911 -2.068 0.06 0.02 -0.02 -0.11
C -4.721 -3.640 -0.917 0.00 0.00 0.00 -0.10
C -3.418 -3.747 -0.455 0.01 0.02 -0.01 -0.04
H 1.599 -6.106 0.668 0.01 -0.01 0.00 0.08
H 2.045 -4.934 1.917 0.00 -0.01 0.00 0.07
H 2.825 -4.876 0.338 0.00 0.00 0.00 0.08
H -0.775 -5.489 -0.468 0.01 0.00 -0.01 0.11
H 2.519 -2.667 1.878 -0.01 0.04 -0.01 0.11
H -0.643 -0.433 4.996 -0.02 -0.01 -0.01 0.11
H 1.344 -2.209 5.405 0.00 -0.01 0.00 0.08
H 2.671 -2.012 4.253 0.00 0.00 0.01 0.08
H 1.504 -3.314 4.031 0.01 -0.01 0.01 0.07
H -0.625 2.757 2.246 -0.05 -0.01 0.00 0.07
H -2.492 4.370 2.233 0.02 0.00 0.00 0.11
H -4.786 3.612 2.763 -0.01 0.00 0.01 0.10
H -5.194 1.237 3.332 0.00 -0.02 0.00 0.10
H -3.312 -0.371 3.336 0.00 0.00 -0.01 0.11
H 5.345 0.553 -0.527 -0.01 0.00 0.01 0.11
H 5.932 -1.559 0.998 0.01 -0.01 0.01 0.08
H 4.741 -2.856 0.834 0.01 -0.01 0.01 0.08
H 4.723 -1.826 2.262 0.01 0.00 0.00 0.07
H 1.412 1.271 -2.815 -0.05 -0.01 0.01 0.06
H 1.388 3.260 -4.273 0.00 -0.02 -0.01 0.10
H 3.044 5.068 -3.933 0.00 0.00 0.00 0.09
H 4.709 4.872 -2.109 0.00 0.00 0.01 0.09
H 4.708 2.887 -0.650 0.00 0.01 0.00 0.11
H -1.831 -1.920 -2.806 0.00 -0.03 0.00 0.08
H -4.147 -1.720 -3.641 0.00 0.00 0.00 0.10
H -6.006 -2.824 -2.433 -0.01 0.00 0.00 0.09
H -5.528 -4.119 -0.375 0.00 0.00 0.01 0.09
H -3.204 -4.300 0.452 -0.01 -0.01 0.00 0.11
Cl -2.582 0.101 -0.385 0.13 -0.06 -0.05 0.85
C -2.997 1.772 -0.685 -0.01 0.21 0.02 -0.59
C -4.344 2.059 -0.808 -0.02 -0.13 0.04 -0.12
C -4.746 3.367 -1.008 0.06 0.08 -0.01 -0.11
C -3.781 4.362 -1.084 -0.04 0.01 -0.02 -0.14
C -2.441 4.041 -0.965 -0.03 -0.14 0.03 -0.69
Cl -1.296 5.348 -1.056 0.02 0.05 0.00 0.63
C -1.977 2.727 -0.759 -0.10 0.03 0.00 -0.68
S -0.283 2.371 -0.560 0.16 -0.14 0.05 0.66
H -5.065 1.255 -0.732 0.01 0.00 0.00 0.10
H -5.796 3.612 -1.103 0.00 0.00 0.00 0.10
H -4.061 5.395 -1.237 0.01 0.00 0.00 0.09
C 2.480 2.785 2.080 -0.05 -0.11 0.10 -0.13
O 2.709 1.482 2.609 0.16 0.13 -0.02 -0.11
H 2.730 2.847 1.022 -0.02 0.00 -0.04 0.06
H 3.056 3.539 2.630 -0.01 -0.01 -0.01 0.07
H 1.419 3.009 2.176 0.04 0.02 0.02 0.05
H 3.387 1.066 2.065 -0.07 -0.06 -0.04 0.05
C 0.621 -0.557 -4.975 0.00 0.07 0.08 -0.14
S 0.848 -1.327 -3.391 0.06 -0.09 -0.02 0.41
O 0.293 -2.658 -3.514 -0.07 0.07 0.08 -0.33
O 2.260 -1.259 -3.092 -0.04 0.05 0.04 -0.32
O 0.019 -0.445 -2.500 0.04 -0.15 0.17 -0.48
H 1.163 -1.151 -5.707 -0.01 -0.01 -0.02 0.06
H 1.024 0.453 -4.932 -0.01 0.00 -0.03 0.05
H -0.444 -0.540 -5.196 0.01 0.00 -0.04 0.06
```
Forces are in eV/Å.

HOMO (alpha / beta) (eV): -3.91 / -3.36
Energy (Ha): -4786.2621
2S+1: 2
E_LUMO (alpha / beta) (eV): 2.49 / 2.49
Net charge: -1
ΔE to the lowest compared entry with this formula, charge and spin (eV): 0.0000
<S²>: 0.76
Frontier orbital gap (alpha / beta) (eV): 6.40 / 5.85

=====

# 3
Computed, not measured: a 5-piece molecular cluster, C8H26B3ClN8O12P2 overall at a distorted geometry, with wB97M-V/def2-TZVPD.

The geometry in XYZ format:
```
60
Properties=species:S:1:pos:R:3:forces:R:3:lowdin_charge:R:1
O -2.086 -2.245 1.306 4.31 5.46 -4.99 -0.03
C -1.427 -1.362 0.546 -3.78 -3.07 3.04 -0.25
O -2.186 -0.214 -0.033 1.44 -3.12 0.90 -0.04
C 0.212 -1.444 0.226 -0.39 0.80 0.85 -0.08
C 1.036 -1.895 1.605 -0.76 -0.84 0.26 -0.19
C 0.998 -0.739 2.780 -0.33 0.35 -1.06 -0.07
B 1.975 0.579 2.428 -0.34 -0.66 1.34 -0.35
O 1.452 1.886 2.952 2.39 0.32 -4.28 0.14
B 2.022 2.940 2.090 1.41 -0.65 1.44 -0.77
Cl 1.085 4.230 1.136 1.01 -1.73 1.42 0.64
O 3.521 2.928 1.947 -3.24 -2.65 -2.35 0.05
B 3.745 1.681 1.133 -0.23 -0.40 3.55 -0.65
P 4.619 1.921 -0.553 0.49 0.61 -0.29 0.89
P 4.583 0.040 -1.685 0.31 -3.04 -3.86 0.52
O 4.308 0.219 -3.235 1.15 -0.23 5.38 -0.42
O 3.302 -0.970 -1.013 1.24 3.40 -0.70 -0.26
O 6.154 -0.721 -1.393 -3.82 0.00 -0.65 -0.26
O 3.247 0.412 1.699 -2.09 3.73 -0.43 0.13
H -3.158 -0.459 -0.072 1.37 -0.04 0.27 0.11
H 0.522 -0.337 -0.043 -0.64 -2.17 0.24 0.11
H 0.438 -2.185 -0.678 -0.73 1.70 2.03 0.15
H 2.137 -2.227 1.322 -2.35 0.83 0.51 0.12
H 0.448 -2.831 2.050 1.38 1.95 -1.14 0.13
H 1.266 -1.220 3.834 -0.67 1.11 -2.26 0.14
H -0.111 -0.298 2.772 2.26 -1.07 0.51 0.12
H 6.021 2.199 -0.227 -1.12 -0.57 -0.15 -0.03
H 2.521 -0.319 -0.915 1.54 -1.60 -0.24 0.06
H 6.139 -1.657 -1.772 0.08 1.50 0.26 0.08
N -3.238 2.160 1.712 0.05 0.13 -1.35 0.17
C -3.167 1.706 2.976 0.38 -0.46 -0.11 -0.72
N -3.666 2.547 3.900 -0.55 0.56 1.40 0.15
O -2.689 0.620 3.262 0.00 -0.23 0.11 0.02
H -3.628 3.051 1.457 0.08 -0.17 0.11 0.10
H -2.873 1.557 0.986 0.00 0.14 0.17 0.08
H -3.632 2.244 4.865 0.00 0.16 -0.34 0.11
H -4.063 3.445 3.685 0.10 -0.17 0.03 0.10
N 8.521 -2.317 -5.734 1.04 -0.95 -0.76 0.15
C 7.556 -1.941 -4.876 -0.35 0.05 0.34 -0.72
N 7.221 -0.640 -4.947 -0.51 1.07 0.28 0.16
O 7.027 -2.717 -4.096 -0.10 -0.22 0.35 0.01
H 8.969 -1.693 -6.383 -0.12 -0.12 0.15 0.10
H 8.803 -3.289 -5.712 -0.09 0.40 -0.04 0.11
H 6.498 -0.316 -4.319 0.00 0.01 -0.20 0.07
H 7.645 0.014 -5.583 -0.09 -0.17 0.12 0.10
N -4.103 -0.137 -4.024 0.43 -1.09 -0.77 0.15
C -4.601 0.569 -2.993 -0.12 -0.34 0.44 -0.72
N -4.660 1.897 -3.201 -0.23 1.47 0.23 0.15
O -4.969 0.048 -1.952 0.07 -0.06 0.32 0.02
H -3.794 0.275 -4.888 -0.06 -0.08 0.18 0.10
H -4.041 -1.140 -3.908 -0.02 0.39 -0.08 0.12
H -5.028 2.465 -2.450 0.12 -0.21 -0.34 0.11
H -4.361 2.345 -4.051 -0.06 -0.10 0.17 0.10
N -6.782 0.047 3.498 -0.17 1.66 -0.01 0.15
C -7.040 -1.270 3.581 -0.57 -0.53 0.08 -0.73
N -5.958 -2.060 3.460 0.79 -1.11 -0.04 0.16
O -8.164 -1.714 3.753 -0.17 0.01 0.03 0.01
H -5.863 0.432 3.357 -0.09 -0.11 0.02 0.08
H -7.570 0.677 3.585 0.34 -0.28 -0.05 0.11
H -6.107 -3.059 3.516 0.08 0.42 -0.04 0.11
H -5.024 -1.713 3.318 -0.06 -0.03 -0.01 0.09
```
Forces are in eV/Å.

HOMO (eV): -9.39
Energy (Ha): -2879.2152
E_LUMO (eV): -0.79
Net charge: 0
Structure (SMILES): O=C(O)CCCB1OB(Cl)OB(PP(=O)(O)O)O1.NC(N)=O.NC(N)=O.NC(N)=O.NC(N)=O
Frontier orbital gap (eV): 8.60

=====

# 4
Computed, not measured: a single C5H8N2 molecule at a distorted geometry, with wB97M-V/def2-TZVPD.

The geometry in XYZ format:
```
15
Properties=species:S:1:pos:R:3:forces:R:3:lowdin_charge:R:1
H 1.061 -0.953 1.572 -1.74 -0.43 -1.35 0.10
N 0.349 -1.423 0.907 2.17 -0.39 2.49 0.12
C -0.249 -0.753 0.050 -0.85 -0.95 -1.28 -0.47
C -1.022 -1.588 -1.029 -0.30 3.84 1.65 -0.02
C -0.161 0.764 -0.162 3.81 -0.84 -1.30 -0.16
C 0.008 1.631 1.119 1.23 0.33 -1.25 -0.09
C 1.624 0.637 -0.723 -6.58 1.05 1.16 -0.16
N 2.666 0.479 -1.127 2.77 -0.35 -0.85 0.08
H -0.748 -1.152 -1.972 -0.20 -0.21 -0.70 0.07
H -0.927 -2.603 -0.943 1.12 -2.41 0.17 0.04
H -2.061 -1.433 -0.779 -0.68 0.45 -0.51 0.07
H -0.798 0.997 -1.057 0.94 0.57 1.01 0.13
H -0.923 2.141 1.433 0.50 -0.41 -0.15 0.07
H 0.861 2.438 0.877 -2.08 -1.88 1.03 0.12
H 0.321 0.818 1.835 -0.09 1.62 -0.12 0.07
```
Forces are in eV/Å.

HOMO (eV): -9.95
Energy (Ha): -304.7180
E_LUMO (eV): 0.15
Net charge: 0
Structure (SMILES): [H]/N=C(/C)[C@@H](C)C#N
ΔE to the lowest compared entry with this formula, charge and spin (eV): 3.1978
Frontier orbital gap (eV): 10.10

=====

# 5
Computed, not measured: a single C3H4O3 molecule at a distorted geometry, with wB97M-V/def2-TZVPD.

The geometry in XYZ format:
```
10
Properties=species:S:1:pos:R:3:forces:R:3:lowdin_charge:R:1
O 0.848 1.656 -0.663 0.28 -0.51 0.28 0.08
C 1.287 0.643 -0.181 -0.26 0.37 -0.23 -0.22
C 0.525 -0.663 -0.111 -0.18 0.06 -0.18 -0.14
O -0.771 -0.560 -0.725 -0.62 0.42 0.66 -0.02
C -1.660 0.054 0.114 0.42 0.17 0.55 -0.31
O -1.392 0.368 1.236 0.37 0.00 0.39 0.07
H 2.312 0.587 0.244 -0.11 0.05 -0.04 0.13
H 1.098 -1.421 -0.652 -0.22 0.02 -0.02 0.14
H 0.433 -0.955 0.941 0.09 -0.02 -0.20 0.13
H -2.678 0.291 -0.203 0.24 -0.57 -1.23 0.15
```
Forces are in eV/Å.

HOMO (eV): -10.33
Energy (Ha): -342.4094
E_LUMO (eV): 0.89
Net charge: 0
Structure (SMILES): O=CCOC=O
ΔE to the lowest compared entry with this formula, charge and spin (eV): 1.2663
Frontier orbital gap (eV): 11.22

=====

Which of these has the highest energy? C3H4FN